Computed, not measured: a structure of composition C25H25AsN4O8SV in a non-equilibrium geometry, with ωB97M-V with the def2-TZVPD basis set.

Geometry as XYZ:
```
65
Properties=species:S:1:pos:R:3
V 0.3821 0.0375 0.9791
O 0.2353 1.9074 2.0534
C -0.8425 2.6821 1.4866
C -1.4306 2.0442 0.2420
C -2.6598 2.4154 -0.2561
C -3.1586 1.7659 -1.3718
C -2.4052 0.7768 -1.9833
C -1.1813 0.4755 -1.4398
N -0.7068 1.0765 -0.3388
H -0.0757 1.4808 2.9417
H -0.4503 3.6506 1.2164
H -1.6165 2.8329 2.2243
H -3.2323 3.1882 0.2492
H -4.1414 2.0212 -1.7556
H -2.7631 0.2378 -2.8516
H -0.5546 -0.2888 -1.8649
O -3.0355 -0.7472 3.9686
As -1.3805 -0.7318 3.3723
O -0.5539 0.4849 4.1523
O -1.5177 -0.3866 1.7192
C -1.0407 -2.6262 3.5946
C -1.8601 -3.3612 4.4432
C -1.7648 -4.7474 4.4616
C -0.8708 -5.4135 3.6319
C -0.0397 -4.7068 2.7751
C -0.1308 -3.3212 2.7571
S 0.9788 -2.4325 1.7241
O 2.1439 -3.2521 1.5336
O 1.1873 -1.1729 2.5085
O 0.2908 -2.0389 0.4609
H -3.5600 -0.3085 3.2816
H -2.5726 -2.8526 5.0690
H -2.4085 -5.3166 5.1273
H -0.8159 -6.4953 3.6566
H 0.6917 -5.2091 2.1436
C 4.4152 0.2541 5.5128
C 5.0066 -0.4297 4.2927
C 4.2401 -1.2702 3.4899
C 4.7837 -1.9221 2.3861
C 6.1041 -1.7081 2.0378
N 6.6789 -2.3177 0.8779
C 6.0821 -2.7067 -0.3051
O 6.5302 -3.6200 -0.9830
N 4.9312 -2.0423 -0.7029
C 4.3556 -0.8404 -0.2370
C 5.1044 0.2394 0.1970
C 4.4563 1.3482 0.7054
C 3.0804 1.3625 0.7741
N 2.3320 0.3461 0.2970
C 2.9853 -0.7040 -0.2406
C 6.8933 -0.8806 2.8271
C 6.3502 -0.2601 3.9473
H 3.3317 0.1160 5.5609
H 4.6167 1.3288 5.5027
H 4.8427 -0.1469 6.4374
H 3.1900 -1.4260 3.7231
H 4.1602 -2.5852 1.7903
H 7.5741 -2.7497 0.9847
H 4.4037 -2.5976 -1.3468
H 6.1862 0.2017 0.1491
H 5.0197 2.1993 1.0724
H 2.5433 2.1780 1.2311
H 2.3787 -1.4951 -0.6485
H 7.9347 -0.7134 2.5547
H 6.9823 0.3843 4.5574
```

Output
- E_HOMO (alpha / beta) (eV) = -6.9 / -8.4
- LUMO energy (alpha / beta) (eV) = 0.3 / 0.2
- spin multiplicity = 4
- gap between HOMO and LUMO (alpha / beta) (Ha) = 0.2627 / 0.3139

***

Computed, not measured: a structure of composition C25H25Br2Cl2NOPbS6 in a non-equilibrium geometry, with ωB97M-V with the def2-TZVPD basis set.

Geometry as XYZ:
```
63
Properties=species:S:1:pos:R:3
Pb 0.0821 0.3790 0.2755
C -1.1462 -2.6354 -2.4317
C -0.1256 -3.4197 -1.6281
S -0.1992 -3.1347 0.1809
C 1.4500 -3.7922 0.6512
C 2.5648 -2.7670 0.6547
S 2.8084 -2.0047 -1.0046
C 4.1180 -0.8027 -0.5898
C 3.7430 0.6536 -0.8421
S 2.2047 0.9155 -1.8239
C 1.4693 -0.9547 -3.8403
C 0.0627 -0.3656 -3.7826
S -0.9995 -0.8069 -2.3601
H -2.1558 -2.8409 -2.0707
H -1.0772 -2.9300 -3.4811
H 0.8892 -3.1506 -1.9115
H -0.2952 -4.4891 -1.7890
H 1.6769 -4.6115 -0.0318
H 1.3236 -4.1821 1.6629
H 3.4998 -3.2574 0.9385
H 2.3387 -1.9666 1.3556
H 4.9591 -1.0879 -1.2227
H 4.3766 -0.9647 0.4551
H 4.5274 1.1462 -1.4155
H 3.5693 1.1930 0.0867
H 1.4508 -1.9881 -3.4702
H 1.7565 -1.0229 -4.8975
H -0.4961 -0.6673 -4.6739
H 0.0918 0.7249 -3.7322
Cl 2.2868 0.2536 2.5367
C 1.9446 1.5476 3.6312
C 2.8094 1.7037 4.6988
C 2.5975 2.7145 5.6183
C 1.5043 3.5534 5.4646
C 0.6465 3.3712 4.4024
Cl -0.7182 4.4100 4.2767
C 0.8294 2.3703 3.4214
S -0.3190 2.2788 2.1254
H 3.6465 1.0301 4.8078
H 3.2715 2.8446 6.4502
H 1.3100 4.3487 6.1684
C -2.4521 -1.1269 2.2096
C -3.1139 -0.2847 1.1648
C -4.4992 -0.2532 1.0387
C -5.0900 0.5204 0.0601
C -4.2802 1.3073 -0.7815
C -4.7593 2.1375 -1.8084
Br -6.6333 2.2172 -2.1758
C -3.9144 2.8852 -2.5960
C -2.5541 2.8256 -2.3644
Br -1.3731 3.8309 -3.4533
C -1.9743 2.0104 -1.3826
O -0.6972 1.9491 -1.2414
C -2.8759 1.2369 -0.5849
N -2.3267 0.4196 0.3512
H -3.1731 -1.4518 2.9561
H -1.6600 -0.5625 2.7009
H -2.0023 -2.0070 1.7496
H -5.1093 -0.8498 1.7020
H -6.1629 0.5333 -0.0565
H -4.3032 3.5045 -3.3899
S 4.1022 -0.2197 -3.8172
C 2.5767 -0.2156 -3.1456
```

Output
- E_HOMO (alpha / beta) (eV) = -1.5 / -3.8
- LUMO energy (alpha / beta) (eV) = 1.1 / 1.1
- spin multiplicity = 2
- net charge = -1
- gap between HOMO and LUMO (alpha / beta) (Ha) = 0.0961 / 0.1817

***

Computed, not measured: a cluster of 3 separate species, C25H25BrO8S in total in a non-equilibrium geometry, with ωB97M-V with the def2-TZVPD basis set.

Geometry as XYZ:
```
60
Properties=species:S:1:pos:R:3
C -0.4635 -1.5350 1.0079
C -1.9410 -1.6272 1.4474
S -3.1482 -1.5479 0.0810
C -2.6975 -0.0079 -0.8325
C -1.4753 -0.2108 -1.7391
C -1.3460 -1.4383 -2.3700
C -0.2506 -1.6840 -3.1595
C 0.7130 -0.7221 -3.3274
Br 2.2127 -1.2526 -4.4158
C 0.6196 0.5268 -2.7610
C -0.5173 0.7589 -1.9514
C -0.6491 2.1208 -1.3189
O -1.7096 2.5533 -0.8863
C 0.5447 3.0368 -1.2325
C 0.5575 4.1430 -0.4151
C 1.6359 4.9938 -0.3722
C 2.7343 4.7122 -1.1615
C 2.7410 3.6120 -1.9886
C 1.6495 2.7811 -2.0249
C 1.6536 1.5979 -2.9654
O 2.4800 1.5921 -3.8606
H -0.2533 -0.4960 0.7226
H -0.3045 -2.1641 0.1251
H 0.2250 -1.8316 1.8061
H -2.1291 -0.8301 2.1809
H -2.1084 -2.5813 1.9423
H -3.5608 0.1929 -1.4744
H -2.5494 0.7496 -0.0679
H -2.0788 -2.2302 -2.2686
H -0.1529 -2.6574 -3.6304
H -0.3267 4.3537 0.1826
H 1.5545 5.8572 0.2798
H 3.5994 5.3704 -1.1713
H 3.6168 3.4522 -2.6101
C 8.0231 2.1151 -0.5142
C 6.8334 1.7318 0.3313
C 5.7055 1.0902 -0.4388
O 4.5648 1.4423 0.3499
C 4.8641 2.6022 0.9903
O 4.0761 3.2729 1.5713
O 6.1874 2.8942 0.8736
H 8.7759 2.6173 0.0939
H 8.4747 1.2355 -0.9734
H 7.7319 2.8154 -1.2987
H 7.1522 1.1029 1.1678
H 5.8046 0.0092 -0.5129
H 5.5766 1.5074 -1.4412
C -8.0191 -4.0454 2.6916
C -6.6243 -4.5987 2.8496
C -5.8188 -3.9480 3.9458
O -4.4779 -4.1167 3.4734
C -4.5382 -4.1797 2.1175
O -3.5937 -4.1191 1.4000
O -5.8201 -4.3141 1.6949
H -8.5247 -4.5231 1.8522
H -8.6083 -4.2099 3.5941
H -7.9900 -2.9762 2.4759
H -6.6613 -5.6849 2.9744
H -5.9514 -4.4304 4.9120
H -6.0182 -2.8784 4.0487
```

Output
- E_HOMO (eV) = -8.2
- LUMO energy (eV) = -0.7
- spin multiplicity = 1
- gap between HOMO and LUMO (Ha) = 0.2759